(1)
The following is a quantum chemistry calculation of 10 unconnected molecules or ions with the total composition C14H48N6O10, from OMol25.

Summary:
energy: -1643.02722 a.u.
largest force on an atom: 9.62 eV Å⁻¹
SMILES string: NC(N)=O.NC(N)=O.NC(N)=O.CCO.CCO.CCO.CCO.CO.CO.CO
LUMO level: -0.085 eV
HOMO level: -8.37 eV

Geometry as ORCA input:
```
! RIJCOSX wB97M-V def2-TZVPD def2/J DEFGRID3
* xyz 0 1
N -2.73 0.37 -2.44
C -1.51 0.69 -2.42
N -0.92 1.22 -3.45
O -0.69 0.53 -1.30
H -3.10 0.08 -1.56
H -3.15 0.22 -3.33
H 0.12 1.46 -3.44
H -1.54 1.76 -4.03
N 0.55 1.67 2.10
C 1.01 2.42 3.02
N 0.36 3.50 3.20
O 2.09 2.06 3.82
H 1.15 0.92 1.81
H -0.22 1.88 1.52
H 0.60 4.12 4.02
H -0.33 3.86 2.56
N -1.62 4.48 1.62
C -2.12 3.34 1.28
N -1.37 2.79 0.41
O -3.19 2.78 1.85
H -2.09 5.02 2.36
H -0.96 4.94 0.99
H -1.74 1.95 -0.01
H -0.53 3.16 -0.10
C 2.38 4.48 0.47
C 2.59 3.11 -0.18
O 1.55 2.87 -1.09
H 2.11 5.20 -0.40
H 3.15 4.89 1.16
H 1.46 4.34 1.03
H 2.54 2.41 0.59
H 3.59 3.16 -0.63
H 1.78 2.09 -1.64
C -0.90 -2.76 -2.34
C -1.79 -2.91 -3.60
O -2.54 -4.09 -3.60
H -1.47 -2.84 -1.35
H -0.43 -1.83 -2.43
H -0.06 -3.48 -2.42
H -1.17 -2.79 -4.53
H -2.49 -2.09 -3.66
H -2.70 -4.18 -4.52
C 0.38 -2.78 4.30
C 0.39 -1.27 4.00
O -0.86 -0.93 3.45
H -0.15 -2.90 5.20
H 1.40 -3.16 4.37
H -0.22 -3.32 3.57
H 1.13 -1.01 3.28
H 0.39 -0.56 4.85
H -0.76 0.04 3.22
C 0.20 -5.58 -0.01
C 0.87 -4.41 0.72
O -0.11 -3.37 0.95
H 0.86 -6.37 -0.36
H -0.35 -5.25 -0.92
H -0.52 -6.08 0.67
H 1.70 -3.93 0.23
H 1.24 -4.82 1.70
H 0.29 -2.56 1.25
C 2.95 1.49 -3.76
O 1.87 0.87 -3.20
H 3.26 1.06 -4.67
H 3.81 1.45 -3.10
H 2.78 2.54 -4.03
H 1.89 -0.02 -3.59
C 2.03 -0.89 -0.31
O 0.86 -0.77 0.54
H 2.27 0.14 -0.70
H 1.89 -1.48 -1.21
H 2.88 -1.21 0.29
H 0.15 -0.37 -0.03
C -2.75 -1.10 0.66
O -3.52 -0.08 0.21
H -3.31 -2.06 0.69
H -2.47 -0.86 1.68
H -1.84 -1.27 -0.04
H -4.30 -0.03 0.77
*
```

(2)
The following is a quantum chemistry calculation of 10 unconnected molecules or ions with the total composition C14H49F6N3O9P, from OMol25.

Summary:
energy: -2345.00591 a.u.
largest force on an atom: 2.35 eV Å⁻¹
LUMO level: 2.411 eV
HOMO level: -6.09 eV

Geometry as ORCA input:
```
! RIJCOSX wB97M-V def2-TZVPD def2/J DEFGRID3
* xyz -1 1
P -4.12 -22.40 -14.56
F -4.98 -23.44 -15.49
F -5.52 -21.61 -14.41
F -4.46 -23.30 -13.24
F -3.28 -21.31 -13.68
F -2.82 -23.42 -14.67
F -3.68 -21.61 -15.91
C -0.92 -22.89 -18.00
C 0.39 -22.41 -18.55
O 1.38 -23.41 -18.49
H -1.75 -22.18 -18.09
H -0.84 -23.18 -16.96
H -1.10 -23.81 -18.56
H 0.82 -21.51 -18.11
H 0.17 -22.17 -19.59
H 2.10 -23.12 -19.05
C 1.25 -20.93 -12.72
C 0.00 -21.49 -13.56
C -0.10 -20.84 -14.97
O -0.09 -19.41 -14.94
C -1.29 -18.71 -14.74
N 0.03 -22.98 -13.56
H 1.53 -21.53 -11.86
H 0.94 -19.98 -12.27
H 2.09 -20.93 -13.41
H -0.88 -21.17 -13.01
H -1.00 -21.24 -15.44
H 0.82 -20.96 -15.52
H -1.06 -17.65 -14.63
H -1.84 -18.96 -13.83
H -1.95 -18.90 -15.59
H -0.74 -23.19 -14.17
H 0.75 -23.26 -14.22
C -8.44 -26.57 -10.83
C -7.48 -25.40 -10.50
C -7.98 -24.07 -11.04
O -8.10 -23.98 -12.40
C -7.94 -22.63 -12.84
N -7.21 -25.36 -9.09
H -8.50 -26.96 -11.85
H -9.48 -26.42 -10.56
H -8.15 -27.46 -10.27
H -6.50 -25.54 -10.96
H -7.24 -23.35 -10.67
H -8.99 -23.94 -10.65
H -8.73 -21.99 -12.45
H -7.95 -22.55 -13.93
H -7.00 -22.12 -12.62
H -8.11 -25.17 -8.67
H -6.97 -26.31 -8.83
C -2.23 -27.34 -14.57
C -3.16 -27.98 -13.56
C -3.20 -27.05 -12.33
O -3.92 -27.51 -11.20
C -3.93 -26.53 -10.18
N -4.41 -27.98 -14.20
H -2.66 -26.45 -15.04
H -2.05 -28.05 -15.37
H -1.24 -27.20 -14.13
H -2.75 -28.97 -13.38
H -3.70 -26.12 -12.60
H -2.20 -26.73 -12.06
H -4.34 -25.53 -10.30
H -2.91 -26.40 -9.83
H -4.43 -27.13 -9.42
H -4.58 -27.02 -14.47
H -5.14 -28.08 -13.51
O -6.07 -25.28 -13.79
H -5.36 -24.64 -13.71
H -6.87 -24.79 -13.64
O -1.92 -23.78 -11.67
H -2.79 -23.72 -12.07
H -1.33 -23.42 -12.33
O -4.93 -25.56 -16.96
H -5.17 -25.22 -17.83
H -4.92 -24.79 -16.40
O -5.12 -22.52 -18.53
H -4.40 -22.13 -19.03
H -5.00 -22.19 -17.64
O -4.71 -18.56 -13.12
H -4.63 -19.44 -13.47
H -4.45 -17.99 -13.84
*
```